Formula: C22H42BeBr4CaF2GaNO10S
Source: OMol25
Level of theory: wB97M-V/def2-TZVPD

The geometry in XYZ format:
```
85
C22H42BeBr4CaF2GaNO10S (wB97M-V/def2-TZVPD)
C -3.10 6.67 3.18
C -2.87 6.13 1.75
O -1.51 6.41 1.43
C -1.08 5.91 0.24
O -0.73 6.58 -0.65
C -0.98 4.38 0.12
C 0.38 3.99 0.76
C 0.95 2.65 0.23
Ga 1.86 1.81 1.85
F 0.50 1.52 3.05
O 2.68 0.12 1.24
C 2.40 -0.95 2.19
C 3.69 -1.56 2.75
C 3.28 -2.48 3.92
O 4.59 -0.56 3.26
C 3.23 3.04 2.70
C 3.56 2.72 4.17
F 4.45 2.96 1.99
H -4.14 7.00 3.30
H -2.45 7.54 3.26
H -2.83 5.91 3.90
H -3.54 6.63 1.04
H -3.07 5.06 1.79
H -1.00 4.07 -0.92
H -1.78 3.88 0.67
H 0.20 3.88 1.83
H 1.12 4.78 0.59
H 1.62 2.76 -0.63
H 0.11 2.01 -0.07
H 1.79 -0.61 3.04
H 1.86 -1.78 1.75
H 4.21 -2.13 1.96
H 3.76 -3.46 3.86
H 2.19 -2.65 3.85
H 3.48 -1.94 4.84
H 4.49 0.30 2.81
H 2.86 4.07 2.68
H 4.51 3.22 4.38
H 3.73 1.66 4.35
H 2.82 3.16 4.84
Be 6.37 -1.91 2.63
O 2.98 -3.43 -1.03
S 1.61 -3.82 -1.17
O 0.88 -4.42 -0.09
O 1.46 -4.74 -2.46
C 2.32 -5.89 -2.58
C 1.83 -7.06 -1.74
C 0.67 -2.45 -1.79
H 3.35 -5.63 -2.33
H 2.31 -6.17 -3.64
H 1.92 -6.84 -0.68
H 2.41 -7.95 -1.96
H 0.78 -7.26 -1.94
H 1.19 -2.04 -2.66
H 0.61 -1.71 -1.01
H -0.32 -2.79 -2.06
C -0.29 -3.52 -6.35
O 0.11 -2.51 -7.27
C -0.22 -1.27 -6.90
O -0.79 -0.96 -5.88
O 0.18 -0.43 -7.86
C -0.10 0.94 -7.61
H 0.03 -4.48 -6.75
H 0.18 -3.37 -5.38
H -1.38 -3.53 -6.25
H 0.40 1.28 -6.71
H -1.18 1.11 -7.52
H 0.27 1.50 -8.46
N -4.72 -3.78 -0.68
C -3.60 -4.53 -0.47
C -2.51 -3.68 -0.46
C -2.99 -2.38 -0.68
C -4.36 -2.47 -0.81
H -5.66 -4.15 -0.74
H -3.67 -5.59 -0.33
H -1.49 -3.98 -0.31
H -2.40 -1.47 -0.73
H -5.10 -1.71 -0.99
Br 2.75 -0.73 -0.40
Ca -6.25 -0.04 -0.91
C -5.80 4.20 5.65
Br -4.03 3.47 5.38
Br -5.80 6.12 5.52
Br -7.09 3.42 4.44
H -6.10 3.94 6.65
```

Charge   +2
Gap between HOMO and LUMO   1.07 eV
Molecular weight   989.07 g mol⁻¹
Max |F|   3.4 eV/Å

Atom charges from the Löwdin analysis, given in e for atoms 1 to 8: atom 1 (C): -0.08, atom 2 (C): -0.23, atom 3 (O): -0.02, atom 4 (C): -0.53, atom 5 (O): 0.18, atom 6 (C): -0.10, atom 7 (C): -0.26, atom 8 (C): -0.21